Entry from the OMol25 dataset: a molecular structure, C8H7FN5O7RuS (wB97M-V/def2-TZVPD).

* multiplicity: 6
* HOMO (spin up / spin down): -9.7079 / -9.7293 eV
* molar mass: 437.3 Da
* calculated total energy: -1702.23529 Eh
* frontier orbital gap (spin up / spin down): 8.979 / 6.661 eV
* total charge: 0

CARTESIAN COORDINATES (ANGSTROEM)
Ru 0.521958 -0.226256 1.041390
N 0.684239 1.533025 -0.475493
N -0.285606 2.552198 -0.282377
C -1.323457 2.609676 -1.191295
N -2.340873 3.392441 -0.799961
S -1.252121 1.816734 -2.649014
H 1.600845 1.975828 -0.525318
H 0.469449 1.166039 -1.425322
H -0.513593 2.714566 0.692937
H -2.505641 3.555068 0.184718
H -3.144714 3.405540 -1.406404
O -2.615851 2.124712 1.914588
C -2.105105 1.035630 1.737336
O -0.861005 0.800392 2.106191
C -2.860845 -0.052203 1.026369
C -4.243121 0.084668 1.005360
C -5.024624 -0.848199 0.360420
C -4.466819 -1.932908 -0.294582
C -3.098468 -2.040363 -0.306655
C -2.249831 -1.132675 0.352499
O -0.949841 -1.341242 0.313733
N -2.525180 -3.166669 -1.059570
O -3.067369 -4.242995 -0.921311
O -1.572155 -2.941162 -1.768098
N -6.484269 -0.686644 0.354887
O -6.940829 0.281621 0.923992
O -7.133468 -1.531641 -0.222296
H -4.699899 0.928095 1.503272
H -5.084313 -2.668207 -0.789786
F 2.346804 -0.459667 1.586890

Forces on the atoms, in the same order (eV/Å):
-0.087 0.103 -0.023
-0.054 0.080 -0.011
-0.069 -0.083 -0.048
0.151 0.090 0.095
-0.092 -0.092 -0.056
0.007 -0.020 0.001
-0.053 -0.059 0.017
-0.039 0.052 0.032
0.022 -0.074 -0.027
0.006 -0.014 0.008
0.044 0.014 0.034
-0.008 -0.018 0.007
0.113 0.116 -0.183
-0.003 -0.069 0.068
-0.028 0.008 0.074
0.006 0.001 0.010
0.074 -0.053 -0.025
-0.036 0.053 0.033
-0.090 -0.015 -0.058
0.035 0.014 -0.026
0.059 0.022 0.053
0.053 0.061 0.151
-0.081 -0.102 -0.021
0.066 0.029 -0.116
0.106 -0.006 0.007
-0.057 0.070 0.040
-0.091 -0.070 -0.047
0.013 -0.013 -0.012
0.002 0.013 0.008
0.029 -0.040 0.017

Atom charges from the Mulliken analysis, given in e for atoms 1 to 4: atom 1 (Ru): 1.50, atom 2 (N): -0.38, atom 3 (N): -0.17, atom 4 (C): 0.26